This record from the OMol25 dataset describes CBr3P as an isolated structure in a non-equilibrium geometry. The level of theory is ωB97M-V/def2-TZVPD.

```
! RIJCOSX wB97M-V def2-TZVPD def2/J DEFGRID3
* xyz 0 1
Br 2.396 1.469 1.971
Br -1.621 -1.457 0.006
Br -0.030 -0.559 -2.488
P 0.472 2.070 1.142
C -0.861 -0.095 -0.847
*
```

Its HOMO energy (spin up / spin down) is -8.041 / -8.020 eV. The value obtained for the HOMO-LUMO gap (spin up / spin down) is 6.44 / 6.40 eV. The LUMO energy (spin up / spin down) is -1.600 / -1.622 eV.


This record from the OMol25 dataset describes CBrCl2O3S as an isolated structure in a non-equilibrium geometry. The level of theory is ωB97M-V/def2-TZVPD.

```
! RIJCOSX wB97M-V def2-TZVPD def2/J DEFGRID3
* xyz -1 1
Br 1.105 2.132 0.223
Cl 2.747 -2.143 -0.053
Cl 1.001 -0.653 -1.040
S -1.174 0.062 0.251
O -1.608 0.586 1.486
O -1.176 1.003 -0.856
O -1.459 -1.308 -0.144
C 0.564 0.321 0.133
*
```

Its HOMO energy (spin up / spin down) is -5.438 / -4.781 eV. The value obtained for the HOMO-LUMO gap (spin up / spin down) is 7.51 / 6.19 eV. The LUMO energy (spin up / spin down) is 2.068 / 1.406 eV.


This record from the OMol25 dataset describes CBrClFO2S as an isolated structure in a non-equilibrium geometry. The level of theory is ωB97M-V/def2-TZVPD.

```
! RIJCOSX wB97M-V def2-TZVPD def2/J DEFGRID3
* xyz -1 1
Br 2.631 -0.047 -0.367
Cl 0.784 -1.995 1.137
S -0.293 0.311 -0.044
F -0.360 1.670 1.230
O -1.538 -0.382 0.325
O -0.185 1.147 -1.239
C 0.979 -1.073 -0.328
*
```

Its HOMO energy is -4.687 eV. The value obtained for the HOMO-LUMO gap is 8.01 eV. The LUMO energy is 3.319 eV.


Energy relative to the best compared isomer or geometry (same formula, charge and spin) (eV)
4.150, 3.541, 1.330